[1]
Below is a cluster of 8 separate species, H17O8 in total, with properties calculated with ωB97M-V/def2-TZVPD.

Geometry as XYZ:
```
25
Properties=species:S:1:pos:R:3:lowdin_charge:R:1
O 5.7650 -13.3210 -10.1010 0.218
H 5.7270 -12.5260 -10.7160 0.117
H 6.5870 -13.4260 -9.5770 0.088
H 5.1850 -13.1470 -9.3440 0.048
O 4.6060 -11.1940 -11.1220 -0.012
H 4.9290 -10.3230 -11.4260 0.094
H 3.8510 -10.9470 -10.5940 0.050
O 4.0000 -15.2930 -8.4850 -0.050
H 3.4940 -14.6660 -8.9960 -0.040
H 3.5820 -16.1210 -8.7370 0.057
O 7.6480 -11.2160 -11.1780 -0.031
H 8.4920 -11.2010 -10.7150 0.058
H 7.4520 -10.3040 -11.3680 0.038
O 4.9430 -12.3960 -7.7970 -0.011
H 4.5510 -13.0060 -7.1400 0.109
H 4.2540 -11.8950 -8.2320 0.052
O 2.4790 -13.4060 -9.8420 0.013
H 1.7600 -13.6380 -9.2930 0.059
H 2.5620 -12.4900 -9.6420 0.024
O 8.0090 -13.6320 -8.5660 -0.046
H 8.6500 -13.0090 -8.1470 0.087
H 8.0300 -14.4090 -7.9720 0.091
O 7.4970 -10.7720 -8.1770 -0.020
H 7.0840 -10.1730 -8.7930 0.030
H 6.8290 -11.2820 -7.7830 -0.025
```

- spin multiplicity = 1
- E_HOMO (eV) = -14.68
- ΔE to the lowest compared entry with this formula, charge and spin (kcal/mol) = 36.6
- frontier orbital gap (eV) = 10.85
- lowest unoccupied orbital energy (eV) = -3.8
- net charge = +1
- calculated total energy (eV) = -16649.3686



[2]
Below is a structure of composition H17O9, with properties calculated with ωB97M-V/def2-TZVPD.

Geometry as XYZ:
```
26
Properties=species:S:1:pos:R:3:lowdin_charge:R:1
O -1.4919 -0.7047 1.6099 -0.124
H -1.5099 -1.2129 0.7702 0.003
H -1.5464 0.3225 1.2822 0.025
O -1.2222 -2.1260 -0.6352 -0.019
H -0.2888 -2.2354 -0.5804 0.017
O -1.3250 1.5693 0.6605 -0.119
H -1.5616 1.2556 -0.3498 0.029
H -0.4072 1.7741 0.4869 -0.022
O 0.5664 -0.8100 2.9314 -0.166
H -0.3413 -0.8576 2.3918 -0.020
H 0.5246 0.0901 3.3751 0.071
O 1.4325 -1.2543 -1.3394 -0.113
H 0.8263 -0.5341 -1.7662 0.005
H 1.9303 -1.7207 -1.9996 0.035
O 2.2456 -0.1674 1.0271 -0.125
H 1.6760 -0.6570 1.7503 0.048
H 2.0470 -0.6171 0.1760 0.007
O -2.0735 0.3294 -1.3437 -0.289
H -2.5962 1.0482 -1.8205 0.061
H -1.4633 -1.3625 -1.0780 -0.047
O 1.1922 1.8063 0.0093 -0.081
H 1.7064 1.1802 0.6376 0.028
H 1.8753 2.3577 -0.2208 0.011
O 0.1817 0.7207 -2.2844 -0.183
H -0.9382 0.4721 -1.9742 0.027
H 0.5611 1.3335 -1.7161 -0.060
```

- spin multiplicity = 1
- E_HOMO (eV) = -6.21
- ΔE to the lowest compared entry with this formula, charge and spin (kcal/mol) = 18.8
- frontier orbital gap (eV) = 9.65
- lowest unoccupied orbital energy (eV) = 3.4
- net charge = -1
- calculated total energy (eV) = -18705.7108



[3]
Below is a structure of composition H17O9Y, with properties calculated with ωB97M-V/def2-TZVPD.

Geometry as XYZ:
```
27
Properties=species:S:1:pos:R:3:lowdin_charge:R:1
Y -0.1969 2.5259 -0.6088 2.070
O 0.1704 0.4736 0.2164 -0.416
H 0.8396 -0.2314 0.3154 0.027
O -1.6647 -0.8871 -1.4555 -0.031
H -1.0624 -0.8894 -0.7115 -0.032
H -1.3445 -1.5861 -2.0256 0.080
O 1.6107 0.1498 2.9989 0.233
H 2.4579 -0.1578 2.6765 0.117
H 1.0379 0.1221 2.2325 0.011
O 0.2727 -3.0679 -0.0971 0.015
H -0.4880 -3.6312 0.0452 0.073
H 0.7284 -3.4631 -0.8404 0.066
O 2.4863 -1.4835 -1.9242 -0.021
H 2.2423 -1.7610 -2.8072 0.062
H 1.6585 -1.2335 -1.5138 -0.025
O -1.2271 2.5865 1.5732 -0.054
H -0.8902 2.4023 2.4500 0.110
H -2.1772 2.5080 1.6597 0.102
O 2.1436 2.0947 -1.2252 -0.059
H 2.7092 2.3477 -1.9548 0.115
H 2.6373 1.4178 -0.7622 0.084
O -2.3434 1.6601 -0.9785 -0.065
H -3.2054 2.0013 -1.2169 0.128
H -2.4808 0.7198 -0.8637 0.049
O -1.2714 -0.8924 1.9945 0.264
H -0.6962 -0.4370 1.3797 -0.020
H -1.9466 -1.2881 1.4433 0.116
```

- spin multiplicity = 2
- E_HOMO (alpha / beta) (eV) = -20.60 / -20.59
- ΔE to the lowest compared entry with this formula, charge and spin (kcal/mol) = 151.4
- frontier orbital gap (alpha / beta) (eV) = 8.21 / 3.51
- lowest unoccupied orbital energy (alpha / beta) (eV) = -12.4 / -17.1
- net charge = +3
- calculated total energy (eV) = -19715.1607



[4]
Below is a structure of composition H18HgO13P, with properties calculated with ωB97M-V/def2-TZVPD.

Geometry as XYZ:
```
33
Properties=species:S:1:pos:R:3:lowdin_charge:R:1
Hg 0.1338 0.0843 -0.3222 1.120
P -2.6557 -0.4030 1.0617 0.157
O -1.3367 -1.0353 0.9056 -0.365
O -1.2912 0.4034 1.1870 -0.511
O -2.5849 -1.2956 2.2231 -0.283
O -2.4351 0.5599 2.1927 -0.128
O 0.9655 -2.1834 -0.8193 -0.136
H 0.5753 -2.3843 -1.7130 0.044
H 0.7185 -2.9371 -0.2840 0.034
O -1.5905 1.9990 -0.5191 -0.151
H -1.5965 1.5153 0.3510 -0.074
H -2.3829 1.8099 -0.9958 0.002
O 2.6624 -0.1534 -1.4079 -0.120
H 2.7765 0.5049 -2.1443 0.050
H 3.0149 -0.9843 -1.6436 -0.005
O 1.7243 2.1358 0.0419 -0.085
H 1.4619 2.6036 0.7906 -0.017
H 1.8291 2.7947 -0.6377 0.031
O 0.4111 1.1807 -2.7058 -0.091
H -0.0788 1.8822 -3.0601 0.007
H 0.5301 0.4719 -3.3015 -0.007
O 1.4927 -0.4340 1.6868 -0.113
H 2.1912 -1.1249 1.6619 0.066
H 2.0521 0.2857 1.9658 0.029
O -0.0236 -2.6987 2.1886 -0.096
H -0.7886 -3.1697 2.4816 0.010
H -0.4967 -2.0841 1.5866 -0.054
O -0.1393 1.8191 2.5608 -0.120
H -0.2124 2.6578 2.1417 -0.018
H -0.7730 1.2232 1.9296 -0.069
O -1.2328 -0.9044 -2.1223 -0.153
H -1.6680 -0.3645 -2.7953 0.037
H -1.2523 -1.7745 -2.4850 0.009
```

- spin multiplicity = 1
- E_HOMO (eV) = -1.08
- ΔE to the lowest compared entry with this formula, charge and spin (kcal/mol) = 60.6
- frontier orbital gap (eV) = 3.37
- lowest unoccupied orbital energy (eV) = 2.3
- net charge = -1
- calculated total energy (eV) = -40355.0487



[5]
Below is a cluster of 8 separate species, H18NO7 in total, with properties calculated with ωB97M-V/def2-TZVPD.

Geometry as XYZ:
```
26
Properties=species:S:1:pos:R:3:lowdin_charge:R:1
N 0.4276 -0.3051 0.1118 0.289
H 1.2980 0.1030 0.1223 0.072
H 0.0448 -0.4359 1.0095 0.078
H 0.5193 -1.2967 -0.3600 0.167
H -0.2167 0.3809 -0.4584 0.165
O -1.0623 -0.0650 -3.0486 -0.051
H -1.4604 -0.6168 -3.7960 0.100
H -1.6478 0.5226 -2.6830 -0.025
O -2.9756 0.8001 1.0409 -0.053
H -2.3526 1.1215 1.6662 -0.003
H -2.5557 -0.0470 0.7789 -0.043
O 1.9967 0.0293 2.6673 -0.074
H 1.4527 0.1053 3.4126 0.006
H 3.0127 -0.1487 2.7847 0.130
O 1.4708 2.5511 -2.3140 -0.072
H 0.7693 2.8845 -2.8992 0.050
H 1.2130 2.5121 -1.3813 -0.025
O 1.5875 -3.3802 -0.0680 -0.006
H 1.9137 -3.4843 0.8527 0.079
H 2.2569 -3.5494 -0.6260 -0.020
O -2.2303 -1.5495 0.3250 -0.094
H -1.9881 -2.3662 0.8473 0.102
H -2.2272 -2.1803 -0.4954 0.139
O 0.4411 2.7185 0.5006 -0.084
H -0.5691 2.9248 0.6581 0.127
H 0.8817 2.7714 1.3522 0.047
```

- spin multiplicity = 1
- E_HOMO (eV) = -13.82
- ΔE to the lowest compared entry with this formula, charge and spin (kcal/mol) = 92.5
- frontier orbital gap (eV) = 10.29
- lowest unoccupied orbital energy (eV) = -3.5
- net charge = +1
- calculated total energy (eV) = -16107.3643



[6]
Below is a structure of composition H18NaO9, with properties calculated with ωB97M-V/def2-TZVPD.

Geometry as XYZ:
```
28
Properties=species:S:1:pos:R:3:lowdin_charge:R:1
Na -0.2240 -0.0505 -0.3415 0.839
O 0.7334 0.8618 3.3021 -0.044
H 0.8194 0.8488 4.2554 0.047
H 0.3799 1.7292 3.1049 0.019
O -0.5931 3.3099 0.7097 -0.047
H 0.0933 3.8264 1.1318 0.038
H -1.3991 3.7976 0.8794 0.046
O -0.5139 -3.3339 -3.1830 -0.049
H 0.1427 -3.1887 -2.5018 -0.002
H -0.0128 -3.3577 -3.9982 0.036
O -4.2423 1.1459 0.8483 -0.049
H -3.9834 1.2571 -0.0665 0.007
H -5.1583 0.8714 0.8068 0.041
O -1.3076 -2.6583 1.1760 -0.045
H -1.6237 -2.6478 2.0794 0.044
H -1.2102 -3.5872 0.9665 0.045
O 2.9266 2.0866 -0.6771 -0.047
H 3.4143 2.2958 -1.4737 0.041
H 2.3124 2.8134 -0.5739 0.021
O 3.0487 -1.7733 2.4694 -0.046
H 3.7682 -1.1862 2.2374 0.034
H 2.2667 -1.2230 2.4272 -0.001
O 2.5337 -2.2857 -1.5069 -0.046
H 3.1836 -2.8752 -1.1243 0.047
H 3.0265 -1.7638 -2.1402 0.038
O -2.6747 1.4032 -2.7061 -0.049
H -2.8837 2.3014 -2.4497 0.034
H -2.8226 1.3829 -3.6515 0.045
```

- spin multiplicity = 1
- E_HOMO (eV) = -13.74
- ΔE to the lowest compared entry with this formula, charge and spin (kcal/mol) = 39.0
- frontier orbital gap (eV) = 10.06
- lowest unoccupied orbital energy (eV) = -3.7
- net charge = +1
- calculated total energy (eV) = -23131.3095



[7]
Below is a structure of composition H18NeO9, with properties calculated with ωB97M-V/def2-TZVPD.

Geometry as XYZ:
```
28
Properties=species:S:1:pos:R:3:lowdin_charge:R:1
Ne -0.5932 -0.2885 -0.8211 0.051
O 1.9317 -3.6924 0.9725 -0.048
H 1.3584 -3.1939 0.3901 0.022
H 1.7320 -3.3603 1.8478 0.026
O -2.8630 0.8435 0.6732 -0.035
H -3.3210 0.6645 -0.1479 0.002
H -2.7370 -0.0181 1.0706 0.021
O 2.7403 -1.1600 -0.7251 -0.037
H 2.3988 -0.3966 -0.2595 0.005
H 3.4091 -1.5178 -0.1412 0.060
O 1.8507 0.8132 1.1867 -0.021
H 2.4306 0.3774 1.8112 0.079
H 2.4264 1.3950 0.6903 0.080
O -1.4506 -1.2443 2.5706 -0.040
H -1.6422 -2.1758 2.6790 0.040
H -2.0733 -0.8024 3.1479 0.044
O -0.8798 4.1100 -0.8525 -0.065
H -0.8655 3.2906 -0.3580 -0.021
H -0.0173 4.4966 -0.7013 0.021
O -0.4740 1.9998 1.1740 -0.070
H -1.2448 1.4611 0.9948 -0.032
H 0.2642 1.3952 1.0979 -0.035
O 2.4428 -1.3403 -3.3721 -0.072
H 2.5924 -1.1084 -2.4555 -0.045
H 3.2001 -0.9839 -3.8365 0.024
O -3.7365 0.3311 -1.9312 -0.035
H -4.0089 0.1760 -2.8356 0.056
H -2.8702 -0.0713 -1.8691 0.028
```

- spin multiplicity = 1
- E_HOMO (eV) = -10.41
- ΔE to the lowest compared entry with this formula, charge and spin (kcal/mol) = 17.5
- frontier orbital gap (eV) = 10.20
- lowest unoccupied orbital energy (eV) = -0.2
- net charge = 0
- calculated total energy (eV) = -22228.5312



[8]
Below is a cluster of 9 separate species, H18O9 in total, with properties calculated with ωB97M-V/def2-TZVPD.

Geometry as XYZ:
```
27
Properties=species:S:1:pos:R:3:lowdin_charge:R:1
O 1.4164 -1.1042 2.0952 -0.102
H 1.2412 -2.0450 2.1131 -0.008
H 2.3365 -1.0363 1.8402 0.009
O -0.9036 3.2766 0.2439 -0.060
H -1.0071 4.1115 0.7005 0.044
H -0.2061 2.8270 0.7210 -0.017
O 0.3610 0.3062 -0.8705 -0.083
H 0.7701 -0.5138 -0.5939 0.012
H -0.3470 0.4452 -0.2415 0.009
O -0.3784 0.8774 -3.4817 -0.121
H -1.0149 0.1694 -3.3826 -0.003
H 0.1439 0.8446 -2.6802 -0.032
O 1.0887 -3.0760 -1.8145 -0.209
H 0.3004 -3.4945 -2.1603 -0.048
H 1.4327 -2.5679 -2.5492 -0.007
O 2.1702 -3.2991 0.6153 -0.146
H 1.6649 -4.0799 0.8418 0.008
H 1.8336 -3.0355 -0.2412 -0.050
O 1.3517 2.1347 1.4297 -0.054
H 1.5232 1.7153 0.5866 0.019
H 2.1056 2.7075 1.5706 0.048
O -2.0414 -0.1790 1.1972 -0.105
H -1.9469 -0.9397 0.6239 0.012
H -2.8307 -0.3598 1.7076 0.044
O -3.4099 2.1417 0.5926 -0.104
H -2.8732 1.4317 0.9448 -0.042
H -2.7811 2.7416 0.1914 -0.017
```

- spin multiplicity = 2
- E_HOMO (alpha / beta) (eV) = 0.19 / -7.63
- ΔE to the lowest compared entry with this formula, charge and spin (kcal/mol) = 13.3
- frontier orbital gap (alpha / beta) (eV) = 2.65 / 10.38
- lowest unoccupied orbital energy (alpha / beta) (eV) = 2.8 / 2.8
- net charge = -1
- calculated total energy (eV) = -18719.6658



[9]
Below is a cluster of 9 separate species, H18O9 in total, with properties calculated with ωB97M-V/def2-TZVPD.

Geometry as XYZ:
```
27
Properties=species:S:1:pos:R:3:lowdin_charge:R:1
O 0.0770 2.3725 -0.0229 -0.054
H -0.5681 1.6751 -0.1600 0.013
H 0.9179 1.9126 -0.1652 0.013
O 2.2493 -3.4397 -1.5693 -0.025
H 2.3034 -3.3290 -2.5024 0.025
H 2.3806 -2.5878 -1.1949 -0.008
O -1.2060 1.3261 3.8454 -0.054
H -1.1818 0.4330 3.4271 0.037
H -1.7505 1.9375 3.3367 0.032
O -2.8681 -0.6106 -1.9886 -0.060
H -2.7281 -1.5776 -1.9064 0.035
H -3.6180 -0.2991 -2.4527 0.006
O 3.0820 -0.5066 0.2703 -0.116
H 3.2870 -1.2459 0.9184 0.071
H 2.2769 -0.1439 0.7546 0.025
O 0.4364 -0.6938 1.4900 -0.045
H -0.0705 -0.1441 2.0698 -0.004
H -0.2623 -0.8967 0.8221 0.050
O 2.8518 2.3280 -1.9033 -0.044
H 3.5106 2.3496 -1.2287 0.018
H 2.5725 1.3973 -1.8808 0.032
O -2.6417 3.0774 -0.1611 -0.056
H -3.5572 3.3240 -0.0762 0.026
H -2.3911 2.8520 0.7626 0.037
O -1.1135 -2.7683 -0.0909 -0.034
H -0.3637 -3.1989 -0.5149 0.038
H -1.6249 -3.5432 0.1211 0.042
```

- spin multiplicity = 1
- E_HOMO (eV) = -11.05
- ΔE to the lowest compared entry with this formula, charge and spin (kcal/mol) = 70.8
- frontier orbital gap (eV) = 11.06
- lowest unoccupied orbital energy (eV) = 0.0
- net charge = 0
- calculated total energy (eV) = -18719.0658
- SMILES = O.O.O.O.O.O.O.O.O



[10]
Below is a cluster of 8 separate species, H18O9 in total, with properties calculated with ωB97M-V/def2-TZVPD.

Geometry as XYZ:
```
27
Properties=species:S:1:pos:R:3:lowdin_charge:R:1
H -0.4073 1.2664 -0.8848 0.054
H 0.3506 1.3536 0.4141 0.143
H -1.5246 -1.1824 -1.0278 0.047
H -0.2368 -0.5675 -1.2915 0.001
H 4.4466 0.3269 1.4635 0.017
H 4.5840 -0.7472 2.4782 0.066
H 5.2633 -1.3502 -1.5149 0.066
H 4.2770 -0.6552 -0.5715 0.004
H -2.1126 -3.5927 -0.7059 -0.013
H -0.9945 -2.6952 0.0239 0.042
H -3.4302 -0.4121 -2.3458 0.032
H -3.2192 0.4898 -1.1751 -0.008
H 0.8287 -0.5642 0.5938 0.146
H -0.2205 -0.3570 1.6109 0.027
H -0.1109 4.8691 -0.3378 0.005
H 0.9445 4.1678 -1.1179 0.034
H -3.9580 0.7395 1.5020 -0.004
H -4.7510 1.4700 2.4974 0.046
O 0.1497 0.7242 -0.3381 -0.154
O -0.5971 -1.4326 -1.1743 -0.068
O 4.3336 -0.5999 1.5427 -0.058
O 5.2079 -0.6515 -0.8094 -0.092
O -1.5031 -3.5873 -0.0032 -0.088
O -3.8646 0.2451 -1.8108 -0.019
O -0.1648 -0.4477 0.7179 -0.137
O 0.8205 4.8304 -0.4246 -0.046
O -4.3482 0.5992 2.3484 -0.043
```

- spin multiplicity = 1
- E_HOMO (eV) = -8.14
- ΔE to the lowest compared entry with this formula, charge and spin (kcal/mol) = 237.5
- frontier orbital gap (eV) = 7.58
- lowest unoccupied orbital energy (eV) = -0.6
- net charge = 0
- calculated total energy (eV) = -18711.8353



| no. | strongest force on any atom (eV/A) |
| --- | --- |
| 1 | 2.1 |
| 2 | 4.2 |
| 3 | 3.4 |
| 4 | 14.8 |
| 5 | 5.8 |
| 6 | 0.6 |
| 7 | 0.8 |
| 8 | 1.4 |
| 9 | 2.6 |
| 10 | 16.7 |